Formula: C5H9NO
Source: the Open Molecules 2025 dataset
Level of theory: ωB97M-V/def2-TZVPD

Energy relative to the best compared isomer or geometry (same formula, charge and spin) ... 2.866 eV
Orbital gap ... 0.37961 Eh
HOMO energy ... -0.3467 hartree
E_LUMO ... 0.896 eV
SMILES string ... C[C@@H]1CN1.C=C=O

ORCA input file:
```
! RIJCOSX wB97M-V def2-TZVPD def2/J DEFGRID3
* xyz 0 1
H -2.17 1.40 -1.59
O 0.94 -2.30 -0.06
N -1.62 1.46 -0.74
H -0.79 0.83 1.73
H -2.29 -0.11 1.67
H 3.55 -0.81 0.80
H 0.51 1.40 -0.41
C 1.77 -1.49 0.03
H -0.73 -0.94 1.55
C -1.31 0.12 -0.23
H -1.73 -0.72 -0.77
C 2.72 -0.59 0.14
H 2.70 0.31 -0.46
C -1.27 -0.04 1.27
C -0.28 0.90 -0.96
H -0.01 0.59 -1.97
*
```

Atom charges from the natural (NBO) analysis, given in e for atoms 1 to 5:
1. H 0.35
2. O -0.46
3. N -0.59
4. H 0.21
5. H 0.21